{"formula": "C4H8OS", "method": "the ωB97M-V functional and the def2-TZVPD basis", "symbols": ["O", "C", "C", "C", "C", "S", "H", "H", "H", "H", "H", "H", "H", "H"], "xyz": [[-0.57591, 2.08108, -1.94646], [-0.00651, 1.62756, -0.95271], [0.49548, 0.27968, -0.88267], [-0.50050, -0.70462, -0.19251], [-0.61256, -0.41528, 1.33040], [0.87050, -1.02715, 2.13910], [0.19257, 2.31843, -0.16624], [1.51526, 0.15144, -0.41317], [0.67389, -0.10007, -2.01274], [-1.44297, -0.73941, -0.62708], [0.00448, -1.71922, -0.45746], [-1.52946, -0.99356, 1.82323], [-0.75183, 0.63765, 1.31228], [1.66756, -1.39652, 1.04603]], "atomic_forces_ev_per_a": [[0.5, -0.8, 1.4], [-0.8, 2.0, -2.8], [1.3, -3.2, -2.2], [3.1, -1.8, 0.3], [-1.4, -2.8, -1.0], [1.2, -0.2, 0.0], [0.1, 0.6, 1.3], [-1.2, 0.6, -0.2], [-0.6, 0.9, 2.5], [-1.7, 0.4, -1.0], [-1.2, 1.3, 1.0], [1.9, 1.5, -1.2], [-0.1, 1.0, 1.1], [-1.1, 0.5, 1.0]], "nbo_charge": [-0.51, 0.40, -0.52, -0.38, -0.54, -0.03, 0.12, 0.23, 0.24, 0.22, 0.21, 0.24, 0.21, 0.12], "e_tot_ev": -17158.8973, "smiles": "O=CCCCS", "de_lowest_kj_mol": 149.8}



{"formula": "C20H40NP3PbS2", "method": "the ωB97M-V functional and the def2-TZVPD basis", "symbols": ["Pb", "P", "P", "P", "H", "C", "C", "H", "C", "C", "C", "C", "C", "C", "C", "C", "C", "H", "H", "H", "H", "H", "H", "H", "H", "H", "H", "H", "H", "H", "H", "H", "H", "H", "H", "H", "H", "H", "H", "H", "H", "H", "H", "H", "H", "H", "C", "C", "C", "C", "C", "C", "S", "H", "H", "H", "H", "H", "H", "S", "C", "C", "N", "C", "H", "H", "H"], "xyz": [[0.30728, -0.20277, 0.49742], [-2.85998, 1.26954, -0.88556], [-1.78554, -2.17656, 0.45189], [0.34705, -0.74650, -2.40533], [2.54903, 2.92946, 3.69366], [3.14368, 3.35606, 2.87469], [2.59259, 4.10965, 1.90480], [1.50570, 4.26234, 1.86100], [-3.94127, 1.86329, 0.39795], [-3.72419, 0.10605, -1.93015], [-2.11559, 2.54769, -1.88249], [-0.97068, -3.46623, 1.45811], [-3.45110, -2.08424, 1.20076], [-2.13693, -3.10359, -1.08601], [1.51662, 0.54677, -2.97646], [-0.76249, -0.86074, -3.85644], [1.38771, -2.24394, -2.61638], [4.21866, 3.13783, 2.88517], [3.21292, 4.59624, 1.14006], [-3.46417, 2.70912, 0.90485], [-4.11573, 1.07235, 1.13955], [-4.89462, 2.17272, -0.04966], [-4.15820, -0.71218, -1.34486], [-3.06200, -0.32233, -2.69305], [-4.54613, 0.63175, -2.43979], [-1.60857, 3.25099, -1.21042], [-2.89856, 3.07408, -2.44595], [-1.37550, 2.12790, -2.58113], [-1.54045, -4.39774, 1.33514], [-0.95187, -3.19282, 2.52090], [0.06608, -3.62070, 1.12674], [-3.82002, -3.10670, 1.35931], [-4.16136, -1.55129, 0.55737], [-3.42393, -1.56729, 2.16648], [-2.58454, -4.06744, -0.80567], [-1.22264, -3.29291, -1.66315], [-2.84174, -2.56224, -1.72986], [1.97703, 0.20687, -3.91671], [2.30125, 0.71121, -2.22101], [0.97682, 1.49070, -3.15053], [-0.15263, -1.09213, -4.74137], [-1.28030, 0.09545, -4.01447], [-1.50330, -1.65891, -3.71104], [1.84896, -2.17572, -3.61391], [0.76541, -3.14984, -2.55367], [2.16443, -2.28285, -1.83504], [4.03411, -0.69546, 0.66733], [5.25947, -1.41601, 0.70856], [6.48066, -0.75370, 0.58711], [6.50627, 0.63214, 0.36382], [5.30420, 1.33979, 0.21680], [4.08063, 0.68165, 0.36098], [2.56886, -1.48034, 1.07600], [-1.78735, 0.63433, -0.17087], [5.21833, -2.49149, 0.89419], [7.41078, -1.32193, 0.68613], [7.45852, 1.15678, 0.30602], [5.32155, 2.40862, 0.01921], [3.15041, 1.24358, 0.30535], [-3.05788, -0.01274, 4.46314], [-2.81516, 1.66562, 4.06990], [-1.72927, 1.81223, 3.23207], [-1.11331, 0.61575, 2.87723], [-1.69251, -0.42068, 3.48308], [-3.44455, 2.45814, 4.45012], [-1.35984, 2.75981, 2.84716], [-1.32106, -1.44651, 3.44090]], "atomic_forces_ev_per_a": [[-0.5, -0.2, 0.2], [-0.1, 0.0, 0.1], [0.0, -1.4, 0.6], [1.5, 0.2, -1.3], [0.2, 0.2, -0.4], [-0.3, 0.1, -0.6], [0.2, -0.7, 0.3], [0.5, 0.2, 0.1], [-0.1, 0.2, 0.1], [0.0, -0.5, -0.2], [0.2, 0.2, 0.1], [0.2, 0.1, 0.1], [-0.1, 0.7, 0.2], [0.3, 0.4, -0.5], [-0.2, 0.2, 0.4], [-0.8, 0.1, 0.5], [-0.2, -0.2, 0.6], [-0.4, 0.3, 0.2], [-0.4, -0.2, 0.3], [-0.2, -0.1, -0.1], [0.0, 0.1, -0.2], [0.1, 0.0, 0.1], [0.0, 0.3, -0.1], [-0.2, 0.2, 0.2], [0.2, 0.0, 0.1], [-0.1, 0.0, -0.2], [0.2, -0.1, 0.1], [-0.3, 0.1, 0.2], [0.2, 0.2, 0.1], [0.0, -0.2, -0.3], [-0.3, -0.1, 0.0], [0.2, 0.1, -0.1], [0.2, -0.2, 0.1], [0.0, -0.2, -0.3], [0.1, 0.2, 0.0], [-0.2, -0.1, 0.2], [0.2, -0.2, 0.2], [-0.1, 0.2, 0.3], [-0.2, 0.0, -0.3], [0.3, -0.2, 0.0], [0.0, 0.1, 0.3], [0.2, -0.3, -0.1], [0.2, 0.2, -0.2], [-0.1, -0.1, 0.3], [0.4, 0.2, -0.1], [-0.2, -0.1, -0.4], [-0.1, 0.5, -0.2], [1.2, -0.5, 0.3], [-0.8, -1.2, 0.2], [0.4, -0.1, 0.0], [-1.8, -0.1, 0.0], [0.9, 1.5, -0.2], [0.3, -0.6, 0.1], [-0.9, 0.3, -0.6], [0.2, 0.3, 0.0], [-0.4, 0.2, -0.1], [-0.2, -0.1, 0.0], [0.0, -0.2, 0.0], [0.3, 0.1, 0.0], [1.1, 0.8, -0.5], [0.8, -0.6, -0.6], [-0.7, -0.5, 0.2], [-0.4, -0.7, 0.1], [-0.2, 1.0, 0.2], [0.0, -0.1, 0.1], [0.0, -0.3, 0.1], [-0.1, 0.5, 0.0]], "nbo_charge": [1.17, 1.39, 0.87, 0.89, 0.21, -0.38, -0.41, 0.19, -0.98, -0.99, -0.98, -0.95, -0.95, -0.94, -0.94, -0.94, -0.93, 0.21, 0.22, 0.29, 0.28, 0.31, 0.27, 0.27, 0.32, 0.29, 0.32, 0.27, 0.29, 0.26, 0.26, 0.30, 0.25, 0.27, 0.30, 0.25, 0.25, 0.29, 0.25, 0.26, 0.30, 0.25, 0.26, 0.29, 0.26, 0.25, -0.11, -0.16, -0.16, 0.01, -0.09, -0.22, 0.11, -0.09, 0.27, 0.29, 0.27, 0.26, 0.22, 0.59, -0.39, -0.08, -0.51, -0.19, 0.30, 0.24, 0.23], "e_tot_ev": -77620.7233, "total_charge": 4, "de_lowest_kj_mol": 0.0}